Record 1
Formula: C6H10ClN
Source: the OMol25 dataset
Level of theory: ωB97M-V/def2-TZVPD

```
! wB97M-V def2-TZVPD RIJCOSX def2/J DEFGRID3
* xyz 0 1
C 1.67 -1.12 0.15
C 0.22 -0.67 0.05
C -0.68 -1.35 -1.04
C -0.10 -0.09 -1.33
C 0.52 -0.35 2.50
C 0.43 0.84 1.76
H 1.83 -1.55 -0.77
H 2.44 -0.28 0.14
H 1.84 -1.88 1.00
H -1.76 -1.66 -0.70
H -0.03 -1.92 -1.74
H 0.78 0.04 -1.99
H 0.14 -0.40 3.57
H 1.39 -0.98 2.47
H 1.22 1.32 0.98
H -0.45 1.50 2.00
N -0.26 -0.33 1.28
Cl -1.06 1.44 -1.56
*
```

## Properties
Relative energy (zero: lowest compared OMol25 entry of this formula, charge and spin)   4.616 eV
Frontier orbital gap   0.3625 Eh
E_tot   -749.386821 a.u.
E_HOMO   -8.9 eV

Record 2
Formula: C4H10NO
Source: the OMol25 dataset
Level of theory: ωB97M-V/def2-TZVPD

```
! wB97M-V def2-TZVPD RIJCOSX def2/J DEFGRID3
* xyz -1 1
C -1.42 -0.01 1.39
C -0.85 -1.17 0.40
N -0.28 -0.75 -0.88
C 1.10 -0.31 -0.79
C 1.32 1.21 -0.76
O 0.33 1.78 -0.11
H -2.02 -0.26 2.28
H -0.51 0.51 1.73
H -1.95 0.53 0.75
H -1.71 -1.64 -0.01
H -0.14 -1.69 1.06
H -0.80 0.21 -1.01
H 1.81 -0.75 0.01
H 1.56 -0.69 -1.81
H 1.23 1.63 -1.83
H 2.32 1.40 -0.41
*
```

## Properties
Relative energy (zero: lowest compared OMol25 entry of this formula, charge and spin)   1.973 eV
Frontier orbital gap   0.2455 Eh
E_tot   -288.319133 a.u.
E_HOMO   -2.3 eV

Record 3
Formula: Cl2H8NaO4
Source: the OMol25 dataset
Level of theory: ωB97M-V/def2-TZVPD

```
! wB97M-V def2-TZVPD RIJCOSX def2/J DEFGRID3
* xyz -1 1
Na 1.04 -0.53 -0.91
Cl 5.11 0.36 -0.25
Cl 1.84 -3.83 -3.77
O 2.24 3.95 1.95
H 2.68 3.75 2.77
H 2.62 3.34 1.31
O -2.83 -0.75 -3.55
H -2.15 -0.24 -3.99
H -2.41 -1.59 -3.36
O -1.72 1.33 0.76
H -2.56 1.72 0.50
H -1.92 0.86 1.57
O -0.45 -2.57 2.07
H -0.66 -3.50 1.99
H -0.81 -2.31 2.91
*
```

## Properties
Relative energy (zero: lowest compared OMol25 entry of this formula, charge and spin)   3.449 eV
Frontier orbital gap   0.1960 Eh
E_tot   -1388.515502 a.u.
E_HOMO   -4.4 eV

Record 4
Formula: C27H58NO17S
Source: the OMol25 dataset
Level of theory: ωB97M-V/def2-TZVPD

```
! wB97M-V def2-TZVPD RIJCOSX def2/J DEFGRID3
* xyz -1 1
N 0.22 0.37 -0.38
H -0.74 0.77 -0.57
H 0.48 0.42 0.63
H 0.90 1.13 -0.83
H 0.37 -0.57 -0.80
S -0.49 3.00 1.29
O -0.90 4.17 2.05
O -0.41 1.73 2.01
O -1.37 2.87 0.17
O 0.82 3.27 0.81
O 1.93 -1.57 -2.37
C 3.13 -1.92 -2.39
O 3.93 -2.04 -3.45
C 3.38 -1.60 -4.78
C 4.21 -2.14 -5.78
C 3.67 -2.74 -1.23
H 3.24 -0.54 -4.76
H 2.31 -2.08 -4.82
H 4.22 -3.24 -5.53
H 5.15 -1.73 -5.88
H 3.68 -1.95 -6.87
H 4.71 -2.31 -0.91
H 3.74 -3.86 -1.45
H 3.15 -2.65 -0.29
O 1.14 1.58 -3.25
C 1.00 2.46 -4.09
O 0.33 3.65 -3.86
C -0.38 3.93 -2.68
C -0.89 5.36 -2.51
C 1.43 2.40 -5.57
H 0.17 4.04 -1.71
H -1.00 3.11 -2.51
H -1.76 5.37 -3.02
H -0.16 6.16 -2.63
H -1.41 5.58 -1.53
H 0.58 2.45 -6.38
H 1.85 1.44 -5.79
H 2.31 3.08 -5.59
O -2.47 -1.33 -1.18
C -3.50 -1.48 -1.92
O -4.20 -0.45 -2.45
C -3.77 0.92 -2.38
C -4.93 1.92 -2.73
C -4.24 -2.82 -2.08
H -2.73 1.11 -2.79
H -3.43 1.23 -1.35
H -5.43 1.68 -3.67
H -4.57 3.15 -2.88
H -5.78 1.93 -1.95
H -5.10 -2.86 -1.28
H -3.66 -3.61 -2.01
H -4.59 -3.11 -3.16
O 3.41 -0.25 0.78
C 4.34 0.18 1.41
O 4.40 1.26 2.32
C 3.14 1.92 2.62
C 3.11 2.55 3.96
C 5.79 -0.32 1.21
H 2.40 1.25 2.57
H 2.85 2.70 1.85
H 3.03 1.77 4.72
H 2.17 3.26 4.34
H 3.85 3.38 4.13
H 5.78 -1.41 1.46
H 6.40 -0.01 2.04
H 6.11 -0.06 0.16
O 0.16 -2.55 0.62
C -0.03 -3.38 1.58
O 0.71 -3.55 2.64
C 1.97 -2.91 2.77
C 2.72 -3.71 3.91
C -1.37 -4.27 1.46
H 2.00 -1.88 3.04
H 2.61 -2.71 1.87
H 2.36 -3.70 4.91
H 3.68 -3.44 4.07
H 2.83 -4.62 3.65
H -1.16 -5.22 0.97
H -2.15 -3.66 1.03
H -1.73 -4.52 2.38
O -3.84 -2.25 2.96
C -3.73 -1.17 2.38
O -4.51 -0.52 1.43
C -5.88 -0.86 1.28
C -6.71 0.01 0.29
C -2.32 -0.51 2.26
H -6.50 -1.05 2.21
H -5.79 -1.97 0.92
H -6.15 -0.22 -0.62
H -6.84 1.15 0.61
H -7.69 -0.44 0.03
H -1.51 -1.32 2.18
H -2.12 0.01 3.10
H -2.01 0.06 1.35
C -0.57 1.94 3.99
C 0.51 1.04 4.56
O 0.98 1.35 5.78
C 0.82 -0.22 3.77
H -0.50 2.17 2.89
H -0.82 2.83 4.42
H -1.52 1.48 3.90
H 1.56 0.11 3.01
H -0.07 -0.69 3.52
H 1.69 -0.66 4.40
*
```

## Properties
Relative energy (zero: lowest compared OMol25 entry of this formula, charge and spin)   0.000 eV
Frontier orbital gap   0.1748 Eh
E_tot   -2795.163947 a.u.
E_HOMO   -2.8 eV

Record 5
Formula: C20H37B3F2O15
Source: the OMol25 dataset
Level of theory: ωB97M-V/def2-TZVPD

```
! wB97M-V def2-TZVPD RIJCOSX def2/J DEFGRID3
* xyz 0 1
C 10.69 -2.89 -1.36
C 10.19 -2.03 -0.15
O 9.44 -0.85 -0.46
C 9.07 -0.73 -1.82
C 8.17 0.56 -1.91
O 6.97 0.42 -1.15
C 5.94 1.22 -1.73
C 5.02 1.78 -0.60
O 4.08 2.75 -1.06
C 3.04 2.15 -1.85
B 1.79 1.62 -1.00
O 1.81 0.50 -0.11
B 1.00 -0.47 -0.76
O -0.17 -0.13 -1.48
B -0.49 1.24 -1.21
C -2.04 1.58 -0.94
O -2.90 0.44 -1.08
C -3.37 0.01 0.19
C -4.47 -1.10 0.08
O -4.54 -1.61 -1.26
C -5.40 -2.75 -1.31
C -6.91 -2.39 -1.22
O -7.41 -1.83 -2.43
C -7.19 -0.41 -2.47
C -6.06 -0.09 -3.52
O 0.51 2.25 -1.16
H 11.28 -3.74 -0.94
H 9.89 -3.35 -1.96
H 11.41 -2.33 -2.00
H 9.65 -2.68 0.57
H 11.11 -1.69 0.38
H 9.94 -0.50 -2.50
H 8.44 -1.56 -2.21
H 7.97 0.69 -3.00
H 8.75 1.41 -1.48
H 6.33 2.01 -2.42
H 5.35 0.53 -2.38
H 5.69 2.32 0.11
H 4.55 0.97 0.00
H 2.66 2.95 -2.53
H 3.38 1.32 -2.51
H 1.32 -1.61 -0.75
H -2.11 1.93 0.13
H -2.44 2.37 -1.61
H -2.50 -0.42 0.75
H -3.81 0.84 0.79
H -5.47 -0.67 0.32
H -4.24 -1.94 0.77
H -5.19 -3.32 -2.25
H -5.11 -3.41 -0.46
H -7.45 -3.37 -1.10
H -7.16 -1.80 -0.31
H -6.93 -0.01 -1.47
H -8.12 0.08 -2.84
H -5.11 0.16 -2.99
H -6.36 0.75 -4.18
H -5.91 -1.00 -4.15
C -3.70 -3.13 4.63
C -4.93 -3.06 5.50
O -5.88 -2.45 4.64
C -5.52 -2.80 3.38
O -6.23 -2.69 2.43
O -4.26 -3.29 3.33
F -4.73 -2.26 6.57
H -3.11 -2.21 4.67
H -3.05 -3.97 4.89
H -5.30 -4.03 5.83
C -2.55 5.07 2.18
C -1.29 5.19 2.98
O -1.40 4.13 3.91
C -2.15 3.17 3.30
O -2.23 2.05 3.67
O -2.80 3.67 2.21
F -1.23 6.36 3.66
H -3.39 5.60 2.65
H -2.44 5.43 1.16
H -0.37 5.06 2.40
*
```

## Properties
Frontier orbital gap   0.3334 Eh
E_tot   -2187.284086 a.u.
E_HOMO   -8.7 eV

Record 6
Formula: C6H15NS
Source: the OMol25 dataset
Level of theory: ωB97M-V/def2-TZVPD

```
! wB97M-V def2-TZVPD RIJCOSX def2/J DEFGRID3
* xyz 0 1
C -2.02 2.81 -0.12
C -1.40 1.49 0.28
C 0.81 1.38 -0.79
N 0.08 1.63 0.44
H -1.96 3.56 0.69
H -1.49 3.20 -0.99
H -3.07 2.67 -0.42
H -1.86 1.10 1.19
H -1.43 0.75 -0.53
H 1.88 1.29 -0.63
H 0.61 2.09 -1.60
H 0.37 0.81 0.97
C 2.10 -2.46 0.30
C 0.72 -2.00 0.78
C -0.33 -2.00 -0.30
S 0.19 -0.48 -1.66
H 2.05 -3.50 -0.02
H 2.84 -2.34 1.11
H 2.42 -1.84 -0.55
H 0.39 -2.64 1.60
H 0.78 -0.99 1.18
H -1.31 -1.67 0.04
H -0.36 -2.88 -0.96
*
```

## Properties
Relative energy (zero: lowest compared OMol25 entry of this formula, charge and spin)   1.655 eV
Frontier orbital gap   0.3374 Eh
E_tot   -690.480615 a.u.
E_HOMO   -8.3 eV

Record 7
Formula: C5H4N2
Source: the OMol25 dataset
Level of theory: ωB97M-V/def2-TZVPD

```
! wB97M-V def2-TZVPD RIJCOSX def2/J DEFGRID3
* xyz 0 1
C 2.59 0.31 -0.10
C 1.40 -0.21 0.09
C 0.23 -0.68 0.27
C -1.03 -1.01 0.43
N -2.09 -0.09 0.23
N -1.76 1.05 -0.39
C -1.19 1.99 -0.81
H 3.51 -0.24 0.09
H -1.37 -1.97 0.78
H -2.96 -0.48 -0.12
H 2.67 1.33 -0.46
*
```

## Properties
Relative energy (zero: lowest compared OMol25 entry of this formula, charge and spin)   4.781 eV
Frontier orbital gap   0.3280 Eh
E_tot   -302.252615 a.u.
E_HOMO   -8.5 eV

Record 8
Formula: C5H11NO2
Source: the OMol25 dataset
Level of theory: ωB97M-V/def2-TZVPD

```
! wB97M-V def2-TZVPD RIJCOSX def2/J DEFGRID3
* xyz 0 1
C 0.07 -0.18 -1.78
C -0.06 0.18 -0.29
C -1.47 0.73 0.07
C -1.55 2.11 0.64
O -2.60 2.70 0.81
N 0.28 -0.89 0.64
C 1.56 -1.05 1.23
O 2.48 -1.80 0.44
H -0.88 -0.16 -2.30
H 0.79 0.46 -2.28
H 0.48 -1.19 -1.91
H 0.63 0.99 0.00
H -2.08 0.08 0.69
H -2.04 0.77 -0.87
H -0.64 2.68 0.90
H -0.39 -1.62 0.76
H 2.02 -0.08 1.39
H 1.42 -1.58 2.18
H 1.98 -2.14 -0.31
*
```

## Properties
Relative energy (zero: lowest compared OMol25 entry of this formula, charge and spin)   1.964 eV
Frontier orbital gap   0.3686 Eh
E_tot   -402.305976 a.u.
E_HOMO   -9.2 eV

Record 9
Formula: C6H14NO
Source: the OMol25 dataset
Level of theory: ωB97M-V/def2-TZVPD

```
! wB97M-V def2-TZVPD RIJCOSX def2/J DEFGRID3
* xyz -1 1
C -1.00 1.50 -1.83
C -0.85 0.13 -1.25
C -1.72 -0.86 -1.42
C -1.63 -2.22 -0.79
H -2.01 1.66 -2.21
H -0.73 2.28 -1.12
H -0.31 1.63 -2.67
H 0.07 -0.06 -0.71
H -2.47 -0.74 -2.22
H -0.69 -2.32 -0.26
H -2.46 -2.45 -0.12
H -1.64 -2.97 -1.60
C 2.75 0.46 1.41
N 1.42 0.90 1.01
C 0.36 0.19 1.86
O 0.48 0.34 3.15
H 2.83 0.41 2.51
H 3.53 1.11 1.02
H 2.92 -0.56 1.03
H 1.33 1.86 1.34
H 0.43 -0.88 1.47
H -0.60 0.58 1.43
*
```

## Properties
Relative energy (zero: lowest compared OMol25 entry of this formula, charge and spin)   1.157 eV
Frontier orbital gap   0.2314 Eh
E_tot   -366.959144 a.u.
E_HOMO   -2.5 eV

Record 10
Formula: C45H53CaCl2N4O6SSe
Source: the OMol25 dataset
Level of theory: ωB97M-V/def2-TZVPD

```
! wB97M-V def2-TZVPD RIJCOSX def2/J DEFGRID3
* xyz -1 1
Ca 0.45 -0.03 0.14
C -1.50 4.51 6.56
C -0.61 3.28 6.31
C 0.84 3.62 6.67
C -1.06 2.14 7.22
C -0.65 2.89 4.84
C -1.03 1.65 4.38
C -0.87 1.32 3.03
Se -0.74 -0.48 2.59
C -2.87 -1.11 1.37
C -3.74 -1.05 2.49
C -4.79 -0.18 2.50
C -5.05 0.55 1.31
C -4.23 0.59 0.22
C -2.98 -0.15 0.27
O -2.04 -0.04 -0.54
C -4.58 1.39 -1.03
C -6.02 1.91 -1.03
C -4.39 0.50 -2.26
C -3.63 2.60 -1.09
C -5.75 -0.04 3.68
C -6.16 1.43 3.85
C -6.98 -0.91 3.41
C -5.09 -0.51 4.98
C -0.33 2.22 2.06
O -0.16 1.81 0.87
C 0.03 3.52 2.55
C -0.14 3.79 3.89
C 0.73 4.50 1.61
C 1.04 5.85 2.26
C 2.06 3.86 1.18
C -0.17 4.75 0.40
H -1.40 4.83 7.60
H -2.54 4.27 6.37
H -1.21 5.33 5.92
H 0.95 3.71 7.75
H 1.16 4.56 6.21
H 1.51 2.84 6.31
H -1.03 2.46 8.26
H -0.39 1.28 7.10
H -2.08 1.82 6.99
H -1.40 0.88 5.05
H -3.55 -1.76 3.29
H -5.97 1.11 1.28
H -6.74 1.09 -0.94
H -6.22 2.42 -1.97
H -6.20 2.62 -0.23
H -5.03 -0.38 -2.18
H -3.36 0.18 -2.33
H -4.65 1.03 -3.17
H -3.82 3.26 -0.25
H -3.77 3.15 -2.01
H -2.60 2.26 -1.03
H -6.87 1.74 3.09
H -5.29 2.08 3.79
H -6.63 1.58 4.82
H -7.48 -0.60 2.50
H -7.68 -0.83 4.24
H -6.68 -1.95 3.30
H -4.14 -0.01 5.13
H -4.94 -1.58 4.98
H -5.74 -0.27 5.83
H 0.17 4.76 4.25
H 1.73 5.75 3.09
H 0.13 6.35 2.59
H 1.52 6.49 1.52
H 2.65 3.61 2.06
H 2.63 4.54 0.56
H 1.88 2.94 0.62
H -1.12 5.19 0.71
H -0.37 3.81 -0.12
H 0.31 5.43 -0.30
O 3.58 -1.00 2.73
S 2.19 -1.35 2.64
O 1.32 -0.30 3.24
N 1.60 -1.65 1.23
C 2.08 -2.62 0.41
C 3.12 -3.49 0.71
C 3.51 -4.49 -0.18
C 2.88 -4.66 -1.38
C 1.83 -3.80 -1.74
C 1.15 -3.90 -2.98
C 0.12 -3.04 -3.25
C -0.22 -2.07 -2.30
N 0.41 -1.94 -1.16
C 1.41 -2.77 -0.85
C 1.90 -2.73 3.76
C 2.64 -2.77 4.93
C 2.38 -3.75 5.87
C 1.40 -4.70 5.62
C 0.67 -4.66 4.45
C 0.90 -3.66 3.52
H 3.64 -3.35 1.65
H 4.32 -5.14 0.10
H 3.18 -5.44 -2.07
H 1.46 -4.66 -3.69
H -0.42 -3.10 -4.19
H -1.04 -1.39 -2.46
H 3.40 -2.02 5.08
H 2.95 -3.78 6.79
H 1.21 -5.47 6.36
H -0.10 -5.39 4.26
H 0.31 -3.58 2.62
O -1.83 -3.00 2.01
N -2.03 -2.15 1.11
O 3.89 1.32 -2.44
C 3.01 0.94 -1.75
N 2.11 0.55 -1.09
Cl -1.54 0.44 -4.65
C -0.17 1.37 -4.05
Cl -0.38 1.82 -2.34
H -0.10 2.27 -4.65
H 0.72 0.74 -4.13
*
```

## Properties
Relative energy (zero: lowest compared OMol25 entry of this formula, charge and spin)   2.194 eV
Frontier orbital gap   0.2436 Eh
E_tot   -6814.780996 a.u.
E_HOMO   -5.0 eV